No. 1
{
  "formula": "ClI3P2",
  "method": "wB97M-V/def2-TZVPD",
  "symbols": ["P", "P", "Cl", "I", "I", "I"],
  "xyz": [[-0.918, -0.729, 1.473], [0.652, 1.367, -2.427], [0.843, -0.012, 2.106], [0.085, -0.770, -1.230], [-0.933, -3.071, 1.873], [-1.172, 2.078, -3.771]],
  "spin_multiplicity": 1
}

No. 2
{
  "formula": "C43H43HfN8O2P2S2",
  "method": "wB97M-V/def2-TZVPD",
  "symbols": ["Hf", "O", "C", "N", "C", "O", "C", "C", "C", "C", "C", "N", "C", "C", "C", "C", "C", "N", "H", "H", "H", "H", "H", "H", "H", "H", "C", "C", "N", "N", "C", "S", "N", "N", "H", "H", "H", "H", "H", "H", "C", "S", "C", "C", "C", "N", "P", "C", "C", "C", "C", "C", "C", "C", "C", "C", "C", "C", "C", "P", "C", "C", "C", "C", "C", "C", "C", "C", "C", "C", "C", "C", "H", "H", "H", "H", "H", "H", "H", "H", "H", "H", "H", "H", "H", "H", "H", "H", "H", "H", "H", "H", "H", "H", "H", "H", "H", "H", "H", "H", "H"],
  "xyz": [[0.011, 0.114, 0.085], [2.570, 3.121, -0.552], [1.562, 2.523, -0.293], [1.373, 1.520, 0.641], [2.305, 1.229, 1.613], [3.334, 1.803, 1.845], [1.845, 0.062, 2.463], [2.600, -0.303, 3.571], [2.181, -1.373, 4.349], [1.021, -2.048, 3.978], [0.320, -1.620, 2.864], [0.708, -0.577, 2.114], [0.254, 2.811, -1.002], [0.120, 3.966, -1.762], [-1.102, 4.252, -2.353], [-2.153, 3.350, -2.184], [-1.947, 2.215, -1.424], [-0.771, 1.940, -0.832], [3.499, 0.258, 3.780], [2.746, -1.680, 5.216], [0.660, -2.889, 4.547], [-0.600, -2.113, 2.565], [0.974, 4.619, -1.868], [-1.225, 5.158, -2.929], [-3.116, 3.535, -2.634], [-2.744, 1.492, -1.263], [-3.378, 2.870, 3.963], [-3.502, 1.600, 3.235], [-4.472, 0.753, 3.295], [-4.203, -0.233, 2.428], [-3.045, -0.025, 1.791], [-2.352, -0.950, 0.567], [-2.566, 1.150, 2.304], [-1.335, 1.709, 1.948], [-4.252, 2.999, 4.597], [-3.326, 3.705, 3.264], [-2.486, 2.895, 4.588], [-4.845, -1.012, 2.323], [-0.780, 1.853, 2.800], [-1.493, 2.646, 1.556], [5.214, -4.107, -5.431], [4.080, -4.559, -4.095], [2.444, -4.293, -4.888], [1.427, -3.790, -3.870], [1.874, -2.447, -3.289], [0.980, -1.911, -2.257], [1.310, -2.139, -0.578], [1.733, -3.897, -0.445], [3.008, -4.373, -0.745], [3.225, -5.738, -0.795], [2.186, -6.621, -0.537], [0.937, -6.145, -0.165], [0.706, -4.782, -0.115], [2.885, -1.243, -0.317], [3.197, -0.123, -1.093], [4.362, 0.584, -0.847], [5.196, 0.203, 0.195], [4.878, -0.891, 0.985], [3.719, -1.607, 0.742], [-0.189, -0.661, -2.515], [0.169, -0.032, -4.186], [-0.322, -0.704, -5.307], [0.055, -0.297, -6.575], [0.915, 0.781, -6.735], [1.384, 1.469, -5.624], [1.008, 1.072, -4.351], [-1.781, -1.543, -2.697], [-2.891, -0.825, -3.151], [-4.133, -1.432, -3.197], [-4.281, -2.747, -2.776], [-3.184, -3.462, -2.321], [-1.939, -2.859, -2.270], [6.215, -4.182, -5.017], [5.018, -3.084, -5.747], [5.107, -4.797, -6.265], [2.125, -5.248, -5.305], [2.584, -3.578, -5.696], [1.322, -4.526, -3.072], [0.459, -3.682, -4.362], [1.945, -1.712, -4.098], [2.870, -2.572, -2.849], [3.817, -3.687, -0.948], [4.205, -6.107, -1.049], [2.356, -7.684, -0.611], [0.143, -6.836, 0.074], [-0.266, -4.394, 0.166], [2.555, 0.153, -1.930], [4.621, 1.439, -1.452], [6.096, 0.760, 0.392], [5.532, -1.192, 1.789], [3.477, -2.472, 1.346], [-0.994, -1.541, -5.181], [-0.322, -0.829, -7.438], [1.208, 1.092, -7.726], [2.048, 2.311, -5.752], [1.371, 1.619, -3.488], [-2.768, 0.190, -3.512], [-4.984, -0.888, -3.579], [-5.248, -3.221, -2.824], [-3.297, -4.492, -2.016], [-1.071, -3.419, -1.945]],
  "spin_multiplicity": 1,
  "charge": 3
}

No. 3
{
  "formula": "C26H26N2O2",
  "method": "wB97M-V/def2-TZVPD",
  "symbols": ["O", "C", "N", "C", "C", "C", "C", "C", "C", "H", "H", "H", "H", "H", "H", "C", "H", "H", "C", "C", "O", "N", "C", "H", "C", "C", "C", "C", "C", "C", "C", "C", "H", "H", "H", "H", "H", "H", "H", "H", "H", "C", "C", "C", "C", "C", "C", "C", "H", "H", "H", "H", "H", "H", "H", "H"],
  "xyz": [[-0.541, 3.625, -1.285], [0.293, 2.770, -1.068], [0.684, 1.801, -1.926], [0.222, 1.531, -3.215], [-0.665, 2.358, -3.898], [-1.069, 2.022, -5.177], [-0.601, 0.872, -5.788], [0.282, 0.047, -5.109], [0.692, 0.371, -3.831], [1.379, -0.269, -3.295], [0.652, -0.853, -5.577], [-0.921, 0.618, -6.788], [-1.757, 2.669, -5.701], [-1.031, 3.253, -3.423], [1.364, 1.124, -1.570], [1.010, 2.669, 0.279], [0.685, 3.516, 0.886], [2.088, 2.746, 0.122], [0.673, 1.355, 0.991], [1.649, 0.225, 0.695], [2.201, 0.007, -0.370], [1.792, -0.504, 1.810], [1.014, -0.014, 2.927], [1.598, -0.066, 3.850], [0.677, 1.428, 2.523], [-0.623, 1.970, 3.140], [-1.846, 1.213, 2.702], [-2.512, 1.567, 1.533], [-3.604, 0.837, 1.097], [-4.051, -0.251, 1.827], [-3.411, -0.596, 3.004], [-2.317, 0.133, 3.439], [-1.834, -0.132, 4.370], [-3.764, -1.433, 3.588], [-4.901, -0.822, 1.485], [-4.106, 1.122, 0.184], [-2.183, 2.424, 0.963], [-0.725, 3.017, 2.847], [-0.530, 1.930, 4.227], [1.499, 2.081, 2.837], [0.102, -0.611, 3.053], [2.487, -1.774, 1.825], [1.915, -2.732, 0.808], [0.540, -2.853, 0.649], [0.016, -3.716, -0.296], [0.861, -4.474, -1.089], [2.231, -4.363, -0.932], [2.755, -3.493, 0.008], [3.826, -3.399, 0.117], [2.896, -4.947, -1.551], [0.451, -5.145, -1.829], [-1.054, -3.794, -0.415], [-0.130, -2.263, 1.259], [3.547, -1.604, 1.606], [2.401, -2.191, 2.832], [-0.309, 1.000, 0.653]],
  "spin_multiplicity": 1,
  "smiles": "O=C(C[C@H]1C(=O)N(Cc2ccccc2)C[C@@H]1Cc1ccccc1)Nc1ccccc1"
}

No. 4
{
  "formula": "C9H6Cl2NNaO8P2",
  "method": "wB97M-V/def2-TZVPD",
  "symbols": ["Na", "Cl", "C", "C", "C", "Cl", "C", "C", "C", "C", "N", "C", "C", "O", "H", "H", "H", "H", "O", "P", "O", "O", "O", "P", "O", "O", "O", "H", "H"],
  "xyz": [[1.628, 0.178, -0.847], [-2.161, -1.673, -4.197], [-2.390, -1.533, -2.454], [-3.602, -1.972, -1.905], [-3.873, -1.901, -0.573], [-5.434, -2.487, 0.030], [-2.907, -1.355, 0.318], [-3.068, -1.222, 1.716], [-2.066, -0.679, 2.466], [-0.877, -0.251, 1.837], [-0.706, -0.360, 0.542], [-1.685, -0.907, -0.220], [-1.347, -0.984, -1.671], [-0.243, -0.570, -2.088], [-4.352, -2.383, -2.570], [-3.988, -1.557, 2.178], [-2.167, -0.576, 3.540], [-0.042, 0.172, 2.392], [3.762, 3.082, -1.314], [4.318, 1.550, -1.326], [5.704, 1.584, -1.840], [3.271, 0.651, -1.921], [4.363, 1.262, 0.299], [3.242, 1.210, 1.468], [2.477, 2.657, 1.204], [3.915, 1.290, 2.787], [2.196, 0.191, 1.137], [3.069, 3.239, -0.661], [2.964, 3.342, 1.674]],
  "spin_multiplicity": 1,
  "charge": -2
}

No. 5
{
  "formula": "C15H17N2",
  "method": "wB97M-V/def2-TZVPD",
  "symbols": ["C", "C", "C", "C", "C", "C", "C", "C", "C", "C", "C", "H", "H", "H", "H", "H", "H", "H", "H", "H", "H", "H", "C", "C", "N", "C", "C", "N", "H", "H", "H", "H", "H", "H"],
  "xyz": [[-1.521, -1.245, 0.576], [-2.895, -0.807, 1.125], [-2.685, 0.612, 1.562], [-1.425, 1.038, 1.339], [-0.667, 0.046, 0.493], [0.789, -0.106, 0.873], [1.547, 1.053, 0.997], [2.911, 0.953, 1.297], [3.495, -0.309, 1.475], [2.718, -1.465, 1.383], [1.359, -1.362, 1.071], [-1.118, -1.939, 1.323], [-1.560, -1.770, -0.380], [-3.689, -0.927, 0.380], [-3.172, -1.456, 1.969], [-3.483, 1.188, 2.022], [-0.997, 2.007, 1.594], [1.087, 2.039, 0.872], [3.507, 1.864, 1.383], [4.561, -0.389, 1.701], [3.144, -2.459, 1.545], [0.757, -2.269, 0.973], [0.633, -1.222, -2.123], [-0.100, 0.042, -1.950], [-0.684, 0.571, -0.863], [-1.219, 1.806, -1.205], [-0.907, 2.044, -2.491], [-0.233, 0.923, -2.947], [0.567, -1.870, -1.248], [0.246, -1.760, -3.001], [1.692, -0.995, -2.312], [-1.753, 2.428, -0.511], [-1.106, 2.919, -3.069], [0.201, 0.818, -3.854]],
  "spin_multiplicity": 1,
  "smiles": "Cc1[nH+]ccn1[C@@]1(c2ccccc2)C=CCC1",
  "charge": 1
}

The records above give, respectively, relative energy (zero: lowest compared OMol25 entry of this formula, charge and spin) values of 165.0; 23.1; 0.0; 0.0; 0.0 kJ/mol.
The records above give, respectively, strongest force on any atom values of 0.03081; 0.05311; 0.01156; 0.03629; 0.03903 hartree/bohr.